Density functional theory data (the ωB97M-V functional and the def2-TZVPD basis) for a gas-phase ion, C3H7ClN (charge +1).

```
12
Properties=species:S:1:pos:R:3:forces:R:3
N -0.9168 -0.8120 -0.8532 -0.47 -2.04 -0.44
C -0.3981 0.3841 -0.1927 -0.51 1.87 1.57
C 1.0313 0.6330 -0.1241 1.46 0.24 -1.40
C 0.4738 0.0894 1.0860 -2.39 3.10 1.08
Cl 0.1490 1.1451 2.5206 0.21 -0.69 -1.04
H -1.3383 -1.2453 -0.0108 -0.11 -0.78 -1.11
H -0.0775 -1.3712 -1.1733 -1.25 0.36 0.43
H -1.6333 -0.8591 -1.6548 1.23 0.93 1.35
H -1.0335 1.3243 -0.1300 0.50 -1.79 -0.22
H 1.7023 -0.0635 -0.5620 0.56 -0.49 -0.78
H 1.3012 1.6370 -0.3241 0.53 0.86 0.45
H 0.7400 -0.8618 1.4184 0.25 -1.57 0.11
```
Forces are in eV/Å.

As for the spin multiplicity: 1. The value obtained for the max |F| is 4.06 eV/A. As for the SMILES: [NH3+][C@@H]1C[C@H]1Cl. The net charge is +1. For the gap between HOMO and LUMO, the calculation gives 10.46 eV.

Here are the natural (NBO) charges for atoms 1 to 8, given in e: -0.699, -0.118, -0.439, -0.192, 0.012, 0.465, 0.454, 0.478


Density functional theory data (the ωB97M-V functional and the def2-TZVPD basis) for 2 unconnected molecules or ions with the total composition C4H7BrN2.

```
14
Properties=species:S:1:pos:R:3:forces:R:3
N 0.9922 1.7206 0.4130 3.07 -0.39 -1.39
C -0.3442 1.6000 0.6135 -2.41 1.70 0.35
C -1.1636 1.2785 -0.3942 -1.81 -0.36 0.25
Br -3.1045 1.0028 -0.0122 1.47 0.21 -0.28
H 1.4082 1.3255 -0.4669 -1.11 0.42 1.18
H 1.4049 2.6362 0.5108 -0.20 0.14 0.56
H -0.7489 2.0326 1.6202 0.75 -1.35 -1.86
H -0.9730 1.1506 -1.4796 0.21 -0.09 1.18
C 1.1601 -1.4974 -0.3120 -0.18 -0.43 -0.42
C 0.2200 -2.3708 -0.0179 0.08 -1.59 0.13
N -0.4932 -3.2806 0.4302 -0.36 0.93 -1.13
H 1.0192 -0.5546 0.1274 -0.15 0.98 0.66
H 2.0290 -1.5449 -0.9797 -0.69 -0.74 0.25
H -1.4062 -3.4984 -0.0524 1.33 0.58 0.53
```
Forces are in eV/Å.

As for the spin multiplicity: 1. The value obtained for the max |F| is 3.39 eV/A. As for the SMILES: N/C=C/Br.C=C=N. The net charge is 0. For the gap between HOMO and LUMO, the calculation gives 9.42 eV.

Here are the natural (NBO) charges for atoms 1 to 8, given in e: -0.824, -0.042, -0.308, -0.035, 0.378, 0.385, 0.220, 0.229